1.
{"formula": "C4H2BrNS", "method": "ωB97M-V/def2-TZVPD", "energy_ha": -3180.37351, "smiles": "S=C[C@]12NC1=C2Br", "relative_energy_kcal_mol": 70.15, "fmax_ev_per_a": 6.14, "total_charge": 0, "orbital_gap_ev": 6.9986, "e_homo_ev": -9.0641, "lumo_energy_ha": -0.0759, "elements": ["S", "C", "C", "N", "C", "C", "Br", "H", "H"], "xyz": [[0.897402, 1.727526, -1.766969], [-0.194256, 0.653951, -1.129154], [0.254986, -0.309821, -0.113695], [1.243223, -0.132504, 0.866163], [0.144413, -0.437255, 1.618510], [-0.565194, -1.190325, 0.686529], [-2.355434, -1.714573, 0.469588], [-1.139494, 0.643643, -1.426111], [1.714353, 0.759357, 0.795138]], "forces_ev_per_angstrom": [[-1.23, -1.04, 0.64], [5.90, 1.21, 1.19], [-1.95, -0.97, -0.05], [2.16, -0.36, -2.36], [-1.79, 0.56, 2.17], [0.26, 0.59, -1.26], [0.78, 0.08, 0.15], [-4.08, -0.33, -1.33], [-0.05, 0.26, 0.85]], "nbo_charge": [0.095, -0.274, 0.150, -0.595, 0.138, -0.261, 0.134, 0.202, 0.410]}

2.
{"formula": "C4H2BrP", "method": "ωB97M-V/def2-TZVPD", "energy_ha": -3068.67803, "relative_energy_kcal_mol": 108.65, "fmax_ev_per_a": 5.13, "total_charge": 0, "orbital_gap_ev": [4.8454, 4.8480], "e_homo_ev": [-8.4847, -8.4871], "lumo_energy_ha": [-0.1337, -0.1337], "elements": ["C", "C", "C", "C", "P", "Br", "H", "H"], "xyz": [[-1.367049, -2.849365, -0.225503], [1.599551, 1.456471, -1.035475], [-1.395701, -1.608798, -0.059581], [0.589641, 1.756378, -0.385154], [-0.798326, 1.812355, 0.659727], [0.175307, 1.799978, 2.607950], [-1.365389, -3.870792, -0.099144], [2.561965, 1.503771, -1.462820]], "forces_ev_per_angstrom": [[-0.02, 5.08, 0.69], [-2.50, 1.60, 1.89], [0.35, -1.93, -0.20], [2.00, -1.26, -0.99], [-0.14, -1.34, -0.52], [-0.07, -0.07, -0.27], [-0.04, -1.65, -0.09], [0.42, -0.43, -0.52]], "nbo_charge": [-0.511, 0.028, -0.229, -0.559, 0.906, -0.093, 0.211, 0.246]}

3.
{"formula": "C4H2ClF2N", "method": "ωB97M-V/def2-TZVPD", "energy_ha": -868.23808, "smiles": "N#C[C@@H](F)/C(Cl)=C/F", "relative_energy_kcal_mol": 4.15, "fmax_ev_per_a": 3.88, "total_charge": 0, "orbital_gap_ev": 10.7889, "e_homo_ev": -10.3630, "lumo_energy_ha": 0.0157, "elements": ["N", "C", "C", "F", "C", "Cl", "C", "F", "H", "H"], "xyz": [[2.035630, -1.927421, 0.578987], [1.546301, -0.981378, 0.131622], [0.858596, 0.091898, -0.445418], [0.473423, -0.260139, -1.730704], [-0.331568, 0.503656, 0.339511], [-0.124957, 1.483658, 1.813905], [-1.586689, 0.203709, -0.024176], [-2.660309, 0.477199, 0.727099], [1.514930, 0.966615, -0.524797], [-1.725357, -0.557797, -0.866028]], "forces_ev_per_angstrom": [[-0.34, 1.03, -0.38], [1.59, -3.21, 1.50], [-0.56, 2.45, -1.26], [-0.01, -0.04, 0.05], [-2.38, 0.97, 1.28], [0.32, -0.75, -1.14], [0.95, -2.00, -0.52], [0.58, 0.12, -0.62], [0.10, -0.11, -0.06], [-0.25, 1.53, 1.15]], "nbo_charge": [-0.230, 0.222, 0.068, -0.320, -0.136, 0.016, 0.248, -0.301, 0.229, 0.204]}

4.
{"formula": "C4H2ClP", "method": "ωB97M-V/def2-TZVPD", "energy_ha": -954.99115, "relative_energy_kcal_mol": 26.79, "fmax_ev_per_a": 4.59, "total_charge": 0, "orbital_gap_ev": 9.5310, "e_homo_ev": -10.0589, "lumo_energy_ha": -0.0194, "elements": ["C", "C", "C", "C", "P", "Cl", "H", "H"], "xyz": [[-0.125505, 2.550868, 0.077134], [0.848976, -2.430960, -0.008915], [0.699784, 1.713546, -0.139957], [1.277392, -1.334189, -0.264686], [2.160147, 0.072135, -0.844083], [3.448740, 0.236897, 0.703998], [-0.820998, 3.298728, 0.332533], [0.451166, -3.368052, 0.254110]], "forces_ev_per_angstrom": [[-0.20, 0.31, 0.18], [0.20, 0.82, -0.14], [2.72, -3.41, -1.43], [-0.14, -0.22, -0.03], [-2.44, 2.60, 1.03], [0.38, 0.08, 0.22], [-0.32, 0.33, 0.07], [-0.20, -0.50, 0.10]], "nbo_charge": [-0.332, -0.095, -0.258, -0.467, 0.927, -0.246, 0.231, 0.240]}